Here is C5H12N2O2 as an isolated structure at a distorted geometry from the OMol25 dataset. Energies are from ωB97M-V/def2-TZVPD.

Last column: Mulliken charge in e.
Geometry (Å):
C 0.033994 1.508769 -0.733204  0.914
C -0.985019 0.392064 -0.950156  -1.125
C -0.140915 2.040627 0.707245  0.164
N 1.414924 1.035389 -0.874420  -0.694
O 0.853427 1.688679 1.514757  -0.534
O -1.111842 2.647432 1.062352  -0.575
H 1.506817 1.213231 0.940359  0.480
H -0.195857 2.336459 -1.415684  0.273
H 1.470028 0.151091 -1.359453  0.201
H 1.999339 1.708077 -1.355547  0.197
H -0.656257 -0.564041 -0.404092  -0.161
H -0.974587 0.080060 -1.995469  0.380
H -1.984014 0.759776 -0.734107  0.376
C 0.227391 -2.143499 1.355521  -1.235
C 0.412700 -2.258237 0.059849  0.886
N 0.944521 -2.647681 -0.972415  -0.549
H 0.448175 -2.553015 -1.856889  0.287
H -1.893859 -0.180479 1.509322  -0.115
H -1.818236 -0.965944 1.678421  0.136
H -0.089355 -2.992390 1.937939  0.294
H 0.538626 -1.256369 1.885670  0.398

Forces on the atoms, in the same order (eV/Å):
0.0 0.2 0.2
1.0 -1.2 -0.1
-0.1 -0.3 -0.4
0.0 0.0 -0.3
0.2 0.0 0.3
0.0 0.1 0.1
-0.2 0.2 0.0
0.1 -0.1 0.2
0.0 0.0 -0.1
0.0 -0.1 0.0
-1.1 1.9 -0.4
0.0 0.2 -0.2
0.0 -0.3 0.4
0.4 0.2 -0.3
1.2 -1.4 1.1
-0.3 0.5 -0.7
-0.2 0.0 0.1
0.0 -1.8 0.6
-0.3 2.0 -0.4
-0.3 -0.1 -0.1
-0.2 0.2 -0.1

Calculated values
- energy above the lowest of the compared OMol25 structures with the same formula, charge and spin (kJ/mol) = 342.16
- E_LUMO (eV) = 0.6
- Kohn-Sham gap (eV) = 9.876
- M (g mol⁻¹) = 132.2
- multiplicity = 1
- E_tot (a.u.) = -457.61859



Here is C5H8O as an isolated structure at a distorted geometry from the OMol25 dataset. Energies are from ωB97M-V/def2-TZVPD.

Last column: Mulliken charge in e.
Geometry (Å):
C 1.523000 -0.298124 0.525915  -0.916
C 0.704358 0.442044 -0.458899  -0.596
C -0.650027 0.065143 -0.896361  0.135
C -1.259539 -0.818782 0.194226  -0.478
O -1.173435 0.264042 1.153960  -0.395
C -0.890845 1.116422 0.084144  -0.331
H 1.341424 -1.316022 0.862368  0.324
H 2.060991 0.309257 1.288376  0.198
H 1.894547 -0.498365 -0.615975  0.229
H 1.248498 1.259482 -0.918303  0.459
H -0.922141 0.038785 -1.939889  0.392
H -0.709582 -1.703860 0.523295  0.215
H -2.308954 -1.046090 0.000744  0.282
H -0.858301 2.186068 0.196402  0.484

Forces on the atoms, in the same order (eV/Å):
1.3 -0.7 -2.3
-3.1 2.7 1.7
-0.3 -0.7 -0.7
-0.3 -0.4 0.0
-0.7 -0.2 0.2
2.7 0.3 0.4
-0.7 0.4 0.0
0.0 -0.5 -1.1
2.2 -0.6 2.7
-0.4 -0.1 -0.5
-0.2 -0.2 -0.1
-0.2 0.1 -0.1
0.0 -0.1 0.0
-0.4 0.0 -0.2

Calculated values
- energy above the lowest of the compared OMol25 structures with the same formula, charge and spin (kJ/mol) = 508.30
- E_LUMO (eV) = 1.1
- Kohn-Sham gap (eV) = 8.242
- M (g mol⁻¹) = 84.1
- multiplicity = 1
- E_tot (a.u.) = -270.36429



Here is a 2-piece molecular cluster, C4H7ClOS overall at a distorted geometry from the OMol25 dataset. Energies are from ωB97M-V/def2-TZVPD.

Last column: Mulliken charge in e.
Geometry (Å):
C 0.479818 -1.552251 -0.415031  0.363
C -0.197110 -1.287548 -1.773679  -0.653
C 0.402804 1.863581 0.317773  -0.681
C -0.645978 0.029690 1.831989  -0.190
O 1.409664 -2.277174 -0.124418  -0.462
S -1.231073 1.333672 0.787846  -0.036
Cl -1.951477 -0.852676 2.493411  -0.159
H -1.236509 -0.870278 -1.739345  0.260
H 0.521648 -0.422663 -1.957951  0.206
H 0.038417 -2.141902 -2.426733  0.348
H 0.904040 0.918547 -0.144335  0.102
H 1.031904 2.236672 1.212112  0.311
H 0.344677 2.595060 -0.561722  0.294
H 0.129175 0.427269 2.500080  0.297

Forces on the atoms, in the same order (eV/Å):
1.5 -1.9 1.1
1.5 1.0 1.1
1.9 -0.3 -1.3
-0.4 1.4 -0.7
-2.7 2.0 -1.2
0.2 -0.4 0.3
0.1 -0.4 0.4
1.1 -0.7 0.1
-1.0 -0.7 -0.8
-0.5 0.5 0.0
-0.5 1.6 1.0
-1.0 -0.4 -1.6
0.1 -0.7 1.6
-0.1 -0.8 0.0

Calculated values
- energy above the lowest of the compared OMol25 structures with the same formula, charge and spin (kJ/mol) = 380.39
- E_LUMO (alpha / beta) (eV) = -0.1 / 0.1
- Kohn-Sham gap (alpha / beta) (eV) = 7.712 / 7.880
- M (g mol⁻¹) = 138.6
- multiplicity = 1
- E_tot (a.u.) = -1090.08104



Here is C25H66FeO9 as an isolated structure at a distorted geometry from the OMol25 dataset. Energies are from ωB97M-V/def2-TZVPD.

Last column: Mulliken charge in e.
Geometry (Å):
Fe 2.629253 13.358958 -21.126697  1.170
C -1.484637 12.892892 -21.975662  -1.211
C -0.740936 13.653490 -20.931468  0.331
O 0.601866 13.274878 -20.769315  -0.518
H -2.534735 13.183886 -21.949240  0.392
H -1.531657 11.834295 -21.720206  0.446
H -1.063571 12.965083 -22.978448  0.109
H -1.209055 13.593992 -19.948915  0.356
H -0.875154 14.681147 -21.269122  -0.170
C 0.819828 16.073193 -23.748324  0.577
C 2.289041 16.117832 -23.148539  -0.671
O 2.679696 14.895248 -22.500141  -0.024
H 0.637975 15.144883 -24.289875  -0.207
H 0.604004 16.897489 -24.428074  -0.056
H 0.092024 16.144500 -22.940041  0.041
H 2.383531 16.949136 -22.449887  0.300
H 2.967231 16.286726 -23.984979  0.164
C 5.488712 13.646583 -27.213791  -1.462
C 4.973141 13.759360 -25.820389  0.832
C 5.795315 14.714016 -24.967529  -1.240
O 3.609920 14.265907 -25.894263  -0.117
H 5.382574 14.540027 -27.829103  0.252
H 4.981038 12.920802 -27.849103  0.356
H 6.521577 13.319552 -27.094039  0.438
H 4.834929 12.793918 -25.333646  0.239
H 5.517325 14.806527 -23.917642  0.167
H 5.631509 15.706097 -25.388298  0.275
H 6.859584 14.479609 -24.945878  0.461
H 3.310047 14.640444 -25.062759  -0.266
C 1.082808 15.583828 -18.095182  -1.322
C 1.981256 15.781396 -19.390677  1.518
C 2.803772 17.088856 -19.229485  -1.530
O 2.837805 14.658932 -19.554122  -0.528
H 0.480986 16.487804 -18.001684  0.275
H 1.697107 15.509183 -17.197870  0.467
H 0.498906 14.664681 -18.143386  0.333
H 1.290295 15.912325 -20.223462  -0.679
H 3.464553 17.054559 -18.363288  0.488
H 2.073480 17.867392 -19.008904  0.341
H 3.463856 17.261202 -20.079595  0.332
H 3.257338 14.728925 -18.693489  0.464
C -1.596942 19.030607 -26.686180  -1.041
C -1.063279 19.908015 -25.534990  0.713
C 0.459201 19.859654 -25.473209  -1.106
O -1.384641 21.273708 -25.703056  -0.610
H -1.303012 19.474919 -27.637118  0.422
H -2.677292 18.890353 -26.650345  0.337
H -1.216172 18.015067 -26.577541  -0.006
H -1.565658 19.629695 -24.608572  0.128
H 0.943904 19.902516 -26.448576  0.420
H 0.880033 18.976666 -24.992230  0.021
H 0.846772 20.680161 -24.869335  0.427
H -0.789694 21.672338 -26.342377  0.376
C 1.076865 16.609994 -27.718947  -0.503
C 2.426719 16.367679 -28.393294  0.121
C 3.533862 17.091405 -27.561150  -1.085
O 2.794155 15.012473 -28.346221  -0.559
H 0.187608 16.123868 -28.120203  0.387
H 0.945495 17.691311 -27.679324  0.344
H 1.001969 16.284653 -26.681334  -0.263
H 2.413065 16.756043 -29.411671  0.413
H 3.366025 18.159002 -27.419141  0.462
H 4.451020 16.961419 -28.135634  0.337
H 3.756228 16.673827 -26.579173  0.024
H 3.072856 14.740855 -27.468643  0.188
C 0.029780 18.995020 -20.930141  -0.825
C -1.210650 19.043321 -20.029811  0.652
C -1.984838 17.751460 -20.046064  -0.858
O -0.838037 19.312597 -18.725679  -0.567
H -0.350701 18.630812 -21.884443  -0.045
H 0.749953 18.251322 -20.589026  0.017
H 0.605748 19.916801 -21.011850  0.527
H -1.841971 19.826807 -20.448965  0.255
H -2.974878 17.785838 -19.591383  0.431
H -1.487991 16.967781 -19.474136  0.085
H -2.284362 17.298762 -20.991290  -0.042
H -0.065728 19.872788 -18.832081  0.351
C -3.574076 14.984937 -26.494771  -1.284
C -3.524911 15.126726 -24.953870  0.437
C -2.604582 16.275894 -24.455713  0.353
O -4.868175 15.285154 -24.433444  -0.600
H -2.563435 15.028567 -26.900708  0.086
H -4.236774 15.769888 -26.859160  0.424
H -4.050789 14.062305 -26.825822  0.430
H -3.223449 14.176762 -24.512504  0.126
H -1.590119 15.964061 -24.704147  -0.470
H -2.684995 16.444666 -23.381873  -0.042
H -2.878804 17.179517 -25.000108  0.135
H -5.358850 14.501998 -24.693258  0.353
C -0.121700 12.982978 -26.856959  -0.581
C 0.734572 11.910511 -26.169295  0.373
C 1.700657 11.227754 -27.107881  -1.390
O 1.468624 12.457634 -25.125283  -0.423
H -0.906037 12.585679 -27.501225  0.516
H 0.439100 13.620157 -27.540771  0.181
H -0.543376 13.683126 -26.135788  -0.264
H 0.031561 11.215403 -25.710295  0.390
H 2.305196 11.935052 -27.675643  0.174
H 1.121816 10.716920 -27.877368  0.469
H 2.357742 10.606136 -26.499669  0.332
H 2.155968 13.031471 -25.471500  0.223

Forces on the atoms, in the same order (eV/Å):
-4.9 4.0 -2.0
-0.6 -1.7 0.1
0.0 0.8 -0.5
3.5 -0.4 -0.3
0.0 0.4 -0.3
0.2 -0.2 0.0
0.0 0.3 0.1
-0.1 -0.2 0.1
0.7 0.6 0.3
0.9 -0.2 1.0
-1.5 -0.8 -0.5
0.3 -2.0 1.7
0.2 -0.1 0.0
0.4 0.1 0.1
0.0 -0.1 0.1
0.0 0.0 0.1
0.3 0.0 0.1
0.3 -0.6 -0.7
-1.1 0.4 1.1
0.1 0.4 0.0
-0.2 -0.1 -0.1
0.4 0.4 0.5
-0.2 -0.4 0.5
0.2 0.2 -0.5
0.6 -0.3 -0.1
-0.5 -0.4 0.1
0.4 0.1 -0.1
0.0 0.0 -0.3
0.3 0.0 0.3
1.0 0.0 -1.2
-1.9 2.2 1.6
-0.2 -1.1 0.2
0.6 -0.4 0.0
-0.3 -0.2 0.1
0.2 0.1 0.0
-0.2 0.2 -0.2
0.4 -0.5 -0.3
0.0 -0.3 0.3
0.3 0.2 -0.4
-0.4 0.3 -0.2
0.9 -1.1 0.1
-0.1 0.0 0.7
0.4 0.0 -0.9
0.6 -0.5 0.8
-0.9 0.4 0.0
0.0 -0.2 -0.1
-0.1 0.5 -0.1
0.4 0.0 -0.2
0.3 -0.1 0.2
-0.3 0.1 -0.2
-0.2 -0.3 0.0
-0.2 0.2 -0.1
0.0 0.0 -0.1
-0.4 0.4 0.2
0.4 0.0 2.9
0.1 0.5 -1.1
-0.4 -0.8 -1.9
0.2 0.1 -0.8
-0.4 0.1 -0.2
0.8 -0.1 0.3
0.1 -0.4 -0.1
-0.1 0.1 -0.2
0.2 0.2 0.0
-0.6 -0.3 0.0
-0.1 0.3 0.4
-0.4 -1.0 -0.2
0.1 -0.3 -1.7
-1.0 -1.2 0.3
0.4 0.3 1.1
0.4 0.4 -0.4
-0.1 -0.3 0.2
-0.4 0.3 -0.2
-0.2 0.3 0.1
0.1 0.7 0.5
0.4 0.0 0.0
0.7 0.4 -0.6
0.0 0.3 0.6
-0.1 0.3 0.9
-0.7 -0.4 0.2
-1.0 -1.0 -0.8
0.5 0.7 -0.1
-0.1 0.2 -0.3
0.4 0.3 -0.2
0.2 -0.2 0.3
0.7 -0.1 -0.1
0.0 0.3 0.0
-0.1 -0.1 0.0
0.2 0.1 0.1
-0.1 0.0 0.0
0.2 0.4 -0.5
-0.6 0.6 -1.1
-0.5 -0.1 -0.4
0.3 0.6 1.9
-0.2 -0.3 0.3
0.6 -0.1 0.0
-0.3 -0.3 0.3
0.2 -0.3 0.0
0.1 0.4 0.3
0.3 -0.6 0.1
-0.1 -0.4 -0.4
0.3 0.1 -0.4

Calculated values
- energy above the lowest of the compared OMol25 structures with the same formula, charge and spin (kJ/mol) = 290.19
- E_LUMO (alpha / beta) (eV) = -5.3 / -6.3
- Kohn-Sham gap (alpha / beta) (eV) = 6.258 / 5.337
- M (g mol⁻¹) = 566.6
- multiplicity = 6
- E_tot (a.u.) = -2932.54330
- total charge = +1